(1)
ORCA calculation (ωB97M-V/def2-TZVPD) on a single ClH2NO2S2 molecule.

Calculated values
Kohn-Sham gap	8.37	eV
highest occupied orbital energy	-9.77	eV
2S+1	1
net charge	0
energy above the lowest of the compared OMol25 structures with the same formula, charge and spin	173.7	kJ/mol

The geometry in XYZ format:
```
8
Properties=species:S:1:pos:R:3:mulliken_charge:R:1
N 0.74 -0.28 -0.89 -0.4163
O -2.22 -0.08 -0.12 -0.4338
O -3.68 -0.71 1.73 -0.4515
S -0.36 -0.33 0.26 0.3810
S -3.74 -0.25 0.39 0.6701
Cl -4.36 1.69 0.81 -0.2184
H 1.00 0.64 -1.22 0.2338
H -0.05 -1.68 0.27 0.2351
```

(2)
ORCA calculation (ωB97M-V/def2-TZVPD) on a single ClH2NP2 molecule.

Calculated values
Kohn-Sham gap	7.53	eV
highest occupied orbital energy	-9.42	eV
2S+1	1
net charge	0
SMILES	N=P#[PH]Cl
energy above the lowest of the compared OMol25 structures with the same formula, charge and spin	246.0	kJ/mol

The geometry in XYZ format:
```
6
Properties=species:S:1:pos:R:3:mulliken_charge:R:1
N -0.80 1.79 -0.54 -0.4507
P -0.28 0.38 0.80 0.2258
P 0.34 -1.11 -0.62 0.0921
Cl 0.04 -2.74 0.57 -0.1960
H -1.01 2.59 0.04 0.2123
H 1.70 -0.91 -0.25 0.1164
```

(3)
ORCA calculation (ωB97M-V/def2-TZVPD) on a single ClH2O2P molecule.

Calculated values
Kohn-Sham gap	11.03	eV
highest occupied orbital energy	-10.32	eV
2S+1	1
net charge	0
SMILES	OP(O)Cl
energy above the lowest of the compared OMol25 structures with the same formula, charge and spin	92.1	kJ/mol

The geometry in XYZ format:
```
6
Properties=species:S:1:pos:R:3:mulliken_charge:R:1
O -0.87 0.86 -0.65 -0.5718
P -0.26 -0.87 -0.08 0.5029
O 1.23 -0.69 -0.57 -0.3754
Cl 0.09 -0.55 1.87 -0.1816
H -1.63 1.04 -0.21 0.2922
H 1.44 0.21 -0.36 0.3338
```

(4)
ORCA calculation (ωB97M-V/def2-TZVPD) on a single ClH2O2PS2 molecule.

Calculated values
Kohn-Sham gap	9.80	eV
highest occupied orbital energy	-10.57	eV
2S+1	1
net charge	0
SMILES	O=S(=O)(Cl)SP
energy above the lowest of the compared OMol25 structures with the same formula, charge and spin	346.0	kJ/mol

The geometry in XYZ format:
```
8
Properties=species:S:1:pos:R:3:mulliken_charge:R:1
O -0.70 -1.71 -0.16 -0.4971
S -1.22 -0.44 0.42 0.9394
O -2.13 -0.60 1.47 -0.4724
Cl -2.23 0.52 -1.06 -0.1183
S 0.37 0.68 1.00 -0.0518
P 1.43 0.30 -0.80 -0.0348
H 2.27 -0.38 0.03 0.1186
H 2.21 1.62 -0.90 0.1164
```

(5)
ORCA calculation (ωB97M-V/def2-TZVPD) on a single ClH2OPS2 molecule.

Calculated values
Kohn-Sham gap	9.41	eV
highest occupied orbital energy	-9.21	eV
2S+1	1
net charge	0
SMILES	O[P@@](=S)(S)Cl
energy above the lowest of the compared OMol25 structures with the same formula, charge and spin	21.4	kJ/mol

The geometry in XYZ format:
```
7
Properties=species:S:1:pos:R:3:mulliken_charge:R:1
O 0.16 -0.02 1.53 -0.4766
P 0.35 -0.09 -0.05 0.6896
S 0.25 -1.87 -0.81 -0.3646
S -0.85 1.34 -1.11 -0.1981
Cl 2.11 0.74 -0.35 -0.1689
H -0.36 -0.53 2.13 0.3564
H -1.66 0.44 -1.34 0.1621
```

(6)
ORCA calculation (ωB97M-V/def2-TZVPD) on 2 unconnected molecules or ions with the total composition ClH3N2OS.

Calculated values
Kohn-Sham gap	10.96	eV
highest occupied orbital energy	-11.17	eV
2S+1	1
net charge	0
SMILES	N=S(=N)=O.Cl
energy above the lowest of the compared OMol25 structures with the same formula, charge and spin	94.1	kJ/mol

The geometry in XYZ format:
```
8
Properties=species:S:1:pos:R:3:mulliken_charge:R:1
N -0.29 -0.57 0.83 -0.5412
S 0.83 -0.09 -0.12 0.8775
N 1.58 1.21 0.18 -0.4778
O 1.05 -0.96 -1.20 -0.4187
H -0.38 -0.04 1.64 0.2609
H 2.22 1.47 -0.44 0.2886
Cl -3.05 -0.49 -0.82 -0.3001
H -1.96 -0.54 -0.07 0.3109
```

(7)
ORCA calculation (ωB97M-V/def2-TZVPD) on a molecular structure, ClH3N2S2.

Calculated values
Kohn-Sham gap	8.67	eV
highest occupied orbital energy	-8.54	eV
2S+1	1
net charge	0
energy above the lowest of the compared OMol25 structures with the same formula, charge and spin	94.2	kJ/mol

The geometry in XYZ format:
```
8
Properties=species:S:1:pos:R:3:mulliken_charge:R:1
N -0.93 0.04 0.81 -0.2185
N -0.20 -0.12 -0.26 -0.0981
S 1.08 1.36 -0.53 -0.1308
S 0.84 -1.45 -0.41 -0.0043
Cl -0.26 -0.23 2.40 -0.0966
H -1.77 0.65 0.79 0.2707
H 0.46 1.93 -1.62 0.1466
H 0.81 -1.39 -1.64 0.1310
```

(8)
ORCA calculation (ωB97M-V/def2-TZVPD) on a single ClH3N3P3 molecule.

Calculated values
Kohn-Sham gap (spin up / spin down)	6.66 / 7.69	eV
expectation value of S²	2.030
highest occupied orbital energy (spin up / spin down)	-6.96 / -9.55	eV
2S+1	3
net charge	0
energy above the lowest of the compared OMol25 structures with the same formula, charge and spin	0.0	kJ/mol

The geometry in XYZ format:
```
10
Properties=species:S:1:pos:R:3:mulliken_charge:R:1
N 1.79 -1.68 -1.67 0.0457
N 0.08 0.09 -1.34 -0.2221
N 0.41 -0.44 1.47 -0.4365
P 0.89 -0.67 -2.55 -0.0142
P -0.58 -0.23 0.30 0.2085
P 2.86 -2.76 -2.11 0.0038
Cl 3.81 -3.14 -0.35 -0.2335
H -0.60 0.83 -1.60 0.3056
H 1.04 -1.31 1.37 0.2828
H -0.83 1.14 0.28 0.0597
```

(9)
ORCA calculation (ωB97M-V/def2-TZVPD) on 2 unconnected molecules or ions with the total composition ClH3NO2P.

Calculated values
Kohn-Sham gap	7.94	eV
highest occupied orbital energy	-9.43	eV
2S+1	1
net charge	0
energy above the lowest of the compared OMol25 structures with the same formula, charge and spin	328.7	kJ/mol

The geometry in XYZ format:
```
8
Properties=species:S:1:pos:R:3:mulliken_charge:R:1
N -0.56 0.29 -0.45 -0.4493
O 1.34 0.01 1.46 -0.3937
O 0.40 1.35 -0.45 -0.0761
P 1.77 0.92 0.26 0.5899
Cl 1.51 -1.35 -1.65 -0.6214
H -1.24 0.48 -1.27 0.2913
H -0.09 -0.52 -0.71 0.2398
H 0.40 -0.21 1.74 0.4194
```

(10)
ORCA calculation (ωB97M-V/def2-TZVPD) on 2 unconnected molecules or ions with the total composition ClH3NO2P.

Calculated values
Kohn-Sham gap (spin up / spin down)	8.79 / 8.79	eV
highest occupied orbital energy (spin up / spin down)	-9.81 / -9.81	eV
2S+1	1
net charge	0
energy above the lowest of the compared OMol25 structures with the same formula, charge and spin	455.7	kJ/mol

The geometry in XYZ format:
```
8
Properties=species:S:1:pos:R:3:mulliken_charge:R:1
N 0.45 -0.31 1.49 -0.4508
O -0.85 -1.20 -0.91 -0.8409
O 0.74 0.92 0.65 -0.1768
P 0.98 0.40 -0.87 0.6012
Cl 0.05 1.98 -1.56 -0.1043
H -0.03 0.10 2.29 0.2867
H -0.27 -0.72 0.83 0.4123
H -1.07 -1.16 -1.92 0.2726
```

| no. | largest force on an atom (eV Å⁻¹) |
| --- | --- |
| 1 | 2.791 |
| 2 | 6.742 |
| 3 | 6.269 |
| 4 | 4.556 |
| 5 | 3.889 |
| 6 | 5.579 |
| 7 | 4.397 |
| 8 | 3.622 |
| 9 | 4.776 |
| 10 | 3.649 |